A structure of composition C23H45BrGeNO6PRbS2. Source: OMol25; level of theory: wB97M-V/def2-TZVPD.

CARTESIAN COORDINATES (ANGSTROEM)
Rb  1.168743  -0.533839  0.592227
C  -3.341403  -0.666580  2.927752
C  -2.347681  -0.044546  1.945202
C  -2.483934  1.477789  1.987603
C  -2.648714  -0.556553  0.531780
O  -1.007281  -0.343559  2.270136
Ge  -0.435199  -1.892830  3.221514
O  1.343289  -1.227206  3.215104
C  1.889612  -0.343203  4.175760
C  1.177515  -0.444983  5.524581
C  1.780870  1.094157  3.654608
C  3.359804  -0.722354  4.345473
O  -0.123037  -2.754447  1.557992
C  0.351603  -4.079339  1.408572
C  -0.138656  -4.996880  2.529473
C  1.882612  -4.071763  1.388502
C  -0.181629  -4.591897  0.071308
H  -4.356752  -0.329598  2.704655
H  -3.096229  -0.378770  3.951602
H  -3.324295  -1.756576  2.870836
H  -3.477996  1.803099  1.669290
H  -1.736877  1.931635  1.330197
H  -2.306493  1.840114  3.001618
H  -3.690397  -0.373717  0.252910
H  -2.443037  -1.627067  0.477994
H  -2.008822  -0.046359  -0.196566
H  0.137944  -0.119390  5.446222
H  1.675599  0.183603  6.266451
H  1.183529  -1.476507  5.880820
H  0.738521  1.320846  3.422711
H  2.380080  1.217963  2.746187
H  2.149407  1.813604  4.389651
H  3.438996  -1.742018  4.726378
H  3.869871  -0.048007  5.038024
H  3.868069  -0.677890  3.379755
H  0.278728  -4.699635  3.493311
H  0.156193  -6.030502  2.334674
H  -1.226618  -4.951660  2.605374
H  2.261403  -3.591789  2.292581
H  2.248011  -3.510700  0.522282
H  2.288247  -5.084243  1.321490
H  -1.272744  -4.606331  0.086611
H  0.180616  -5.599868  -0.144730
H  0.139118  -3.929593  -0.736661
O  6.870034  2.439422  -2.715448
C  5.752759  2.006687  -2.096516
C  4.544154  2.696268  -2.138427
C  3.464044  2.157973  -1.469307
N  3.511844  1.013093  -0.782421
C  4.672645  0.387063  -0.763779
Br  4.718003  -1.243187  0.214259
C  5.827483  0.813517  -1.388423
H  6.695435  3.271524  -3.169541
H  4.443095  3.627270  -2.681726
H  2.504113  2.660182  -1.491936
H  6.748939  0.254024  -1.337033
C  -0.456080  0.185724  -5.462711
C  -1.856705  0.498983  -4.981614
C  -2.407146  -0.525524  -4.010480
O  -1.967694  1.835162  -4.392709
P  -0.989417  2.598502  -3.415282
S  0.696974  3.269554  -4.184693
S  -0.165784  1.490201  -2.002568
O  -1.878025  3.799287  -2.935377
C  -3.259696  3.763225  -2.450331
C  -4.212704  3.908928  -3.618257
C  -3.533065  2.544583  -1.595375
H  -0.486293  -0.764912  -5.997702
H  0.242436  0.089732  -4.631964
H  -0.090676  0.953332  -6.142876
H  -2.520493  0.580268  -5.842218
H  -1.772051  -0.614453  -3.129444
H  -2.453330  -1.499062  -4.500782
H  -3.415262  -0.256268  -3.695076
H  -3.300398  4.657660  -1.829547
H  -4.217691  3.010272  -4.233047
H  -3.929929  4.759061  -4.238022
H  -5.221815  4.078433  -3.239888
H  -3.486945  1.625270  -2.181552
H  -4.540049  2.626990  -1.183175
H  -2.831294  2.468606  -0.766262

Force components x, y, z for each atom (eV/Å):
Rb 0.122 0.151 -0.313
C -0.028 0.005 0.002
C -0.019 0.014 -0.024
C 0.010 -0.005 -0.018
C 0.033 0.020 0.012
O -0.067 0.019 0.136
Ge -0.030 0.012 0.017
O 0.013 -0.061 0.103
C 0.016 -0.013 -0.007
C 0.001 0.006 0.025
C -0.008 -0.010 0.000
C 0.002 0.012 0.016
O -0.030 -0.142 0.014
C -0.020 0.002 -0.013
C -0.004 -0.001 0.020
C 0.019 0.010 0.006
C 0.004 0.000 -0.004
H 0.004 -0.002 -0.002
H 0.006 0.003 -0.004
H 0.005 0.002 -0.001
H -0.003 -0.004 0.003
H -0.010 -0.001 0.004
H 0.007 -0.005 0.002
H 0.003 -0.004 -0.010
H -0.008 -0.002 0.001
H -0.002 -0.001 -0.002
H -0.001 0.000 -0.006
H -0.001 -0.002 -0.005
H 0.001 0.002 -0.002
H 0.001 0.010 0.006
H 0.008 -0.008 0.004
H -0.003 0.003 -0.003
H -0.003 0.000 0.001
H -0.007 -0.003 -0.003
H -0.004 -0.001 -0.002
H 0.001 -0.002 -0.001
H 0.001 0.004 -0.005
H 0.001 0.001 -0.001
H 0.003 -0.001 -0.004
H 0.001 0.005 0.005
H -0.008 0.000 0.000
H -0.001 0.000 0.004
H 0.000 0.004 0.006
H 0.001 0.003 0.002
O 0.025 0.011 -0.015
C -0.042 -0.004 0.025
C 0.022 -0.028 0.010
C -0.032 0.038 -0.024
N -0.008 -0.040 0.005
C -0.034 0.026 0.000
Br 0.021 -0.006 0.003
C 0.009 0.020 -0.017
H 0.003 -0.014 0.007
H -0.001 -0.001 -0.002
H 0.014 0.002 0.004
H 0.000 0.003 0.000
C -0.014 -0.034 -0.046
C 0.057 -0.010 0.045
C -0.014 -0.008 -0.016
O 0.022 0.089 0.061
P -0.142 -0.005 -0.078
S 0.015 -0.005 0.026
S 0.054 -0.015 0.050
O 0.084 -0.045 -0.075
C -0.007 -0.029 0.016
C 0.022 0.017 -0.001
C -0.044 -0.009 0.037
H 0.012 0.007 0.006
H -0.005 0.006 0.015
H -0.001 -0.002 0.006
H -0.011 -0.008 -0.005
H -0.002 0.006 -0.002
H 0.000 0.010 -0.003
H -0.001 -0.007 0.003
H -0.023 0.005 0.004
H 0.009 -0.006 -0.003
H -0.004 0.003 -0.001
H 0.007 -0.003 0.007
H -0.001 0.015 -0.001
H 0.008 -0.008 0.010
H -0.003 0.009 -0.006

Computed properties:
ΔE to the lowest compared entry with this formula, charge and spin = 0.00 kcal/mol
total charge = 0
spin multiplicity = 2
HOMO level (spin up / spin down) = -0.2506 / -0.2506 Eh
gap between HOMO and LUMO (spin up / spin down) = 0.255 / 0.153 Ha